An isolated molecule of C6H14NO2P at a distorted geometry, computed with wB97M-V/def2-TZVPD.

SMILES string: C[C@@]1([P@](C)(=O)O)CCCN1
Energy in eV: -21323.050
E_HOMO in eV: -8.836
2S+1: 1

Element x y z (Å)
C -2.0038 -0.8378 0.7114
C -0.9347 0.2688 1.0531
C -1.9518 -0.8969 -0.7957
C 0.0421 0.1572 -0.4202
C -0.1758 1.5745 -1.0981
C 2.4617 0.9555 0.9212
N -0.5922 -0.7395 -1.2528
O 2.4816 -0.6977 -1.3443
O 1.3689 -1.7118 0.6242
P 1.7579 -0.3508 -0.1428
H -1.5916 -1.7183 1.1363
H -3.0394 -0.6630 1.0568
H -1.2956 1.2950 1.1903
H -0.2884 -0.0566 1.8186
H -2.1896 -1.7897 -1.3192
H -2.6371 -0.1411 -1.1573
H 0.6050 2.1845 -1.0459
H -1.1250 1.9142 -0.7747
H -0.3316 1.4017 -2.1583
H 1.6009 1.2699 1.5129
H 3.2179 0.7730 1.5536
H 2.7553 1.7082 0.1891
H 2.1414 -2.1755 0.9510
H -0.2761 -1.7239 -1.2092

The ion C6H14NO6 with charge +1 at a distorted geometry, computed with wB97M-V/def2-TZVPD.

Charge: +1
Energy in eV: -20212.556
E_HOMO in eV: -11.411
2S+1: 1

Element x y z (Å)
C 0.3332 -1.7983 -1.1551
C -0.9090 -1.7318 -0.2256
C -0.7477 -1.0455 1.1636
C -0.3159 0.5096 0.9665
C 1.4092 0.2439 -1.3830
C 1.4323 1.6351 -1.8979
N -0.4324 0.9571 2.4926
O 0.5070 -0.5338 -1.7955
O -2.0371 -1.1533 -0.8574
O -2.0478 -1.1016 1.7910
O -1.3859 1.0551 0.2703
O 2.3146 -0.2437 -0.5791
O 2.5882 2.2985 -1.3346
H 1.1339 -2.0950 -0.3919
H 0.0005 -2.4505 -1.8851
H -1.4140 -2.7437 -0.1464
H 0.1768 -1.3965 1.8023
H 0.4216 2.2457 -1.5497
H 1.4066 1.6350 -2.9130
H -1.3401 1.0933 2.7341
H -0.1640 1.9374 2.6108
H 0.1711 0.3756 3.0576
H -2.0783 -0.1880 -0.8665
H -2.6751 -1.7546 1.5228
H -2.2732 0.9810 0.6458
H 2.7274 0.5027 -0.1212
H 3.1979 2.7663 -1.9555

A cluster of 2 separate species, C6H14NPS3 in total at a distorted geometry, computed with wB97M-V/def2-TZVPD.

Energy in eV: -49733.511
E_HOMO in eV: -8.881
2S+1: 1

Element x y z (Å)
C 1.0356 -2.2769 0.3520
C -0.3464 -1.6711 -0.0087
C 1.6363 -1.2330 1.3244
C -0.2695 -0.3351 -0.6867
C 1.8309 0.1403 0.5931
C 0.4892 0.6724 0.2059
N -3.3852 2.9437 -0.9867
P -0.9105 3.4308 0.0551
S -1.2860 2.9152 1.9545
S -1.3555 5.1119 -0.6957
S 0.6775 2.1563 -0.7930
H 0.8889 -3.1788 0.9918
H 1.7927 -2.3277 -0.4897
H -0.8904 -2.4425 -0.7734
H -1.0012 -1.6329 0.9204
H 0.8980 -1.1998 2.1224
H 2.5957 -1.6480 1.7726
H 0.4303 -0.3274 -1.6037
H -1.1849 0.1858 -0.8218
H 2.5047 0.6660 1.2994
H 2.4007 -0.0831 -0.2181
H -0.1301 0.9021 1.1226
H -4.3386 2.7106 -0.7124
H -3.5413 2.5429 -1.9145
H -3.5966 3.9800 -0.9466

The ion C6H14NS with charge +1 at a distorted geometry, computed with wB97M-V/def2-TZVPD.

Charge: +1
Energy in eV: -18764.195
E_HOMO (spin up / spin down) in eV: -12.103 / -12.105
2S+1: 1

Element x y z (Å)
C 0.8745 -0.4908 -1.3910
C 0.1870 1.9899 -1.8743
C 0.7607 -0.5605 0.1486
C 0.4007 -2.1059 0.3699
C -1.6469 -0.2774 0.8946
C 0.1497 1.3616 1.4078
N -0.2762 0.2469 0.6568
S 1.4536 1.0663 -2.1815
H 1.5799 -1.2596 -1.7822
H -0.0807 -0.4603 -1.9977
H 1.7187 -0.3429 0.5519
H -0.7641 1.4433 -1.8808
H 1.2201 -2.7572 0.1966
H -0.4411 -2.5252 -0.2184
H 0.1120 -2.3289 1.3822
H -2.2613 0.6488 1.0567
H -1.9553 -0.9654 0.0066
H -1.8570 -0.8997 1.7712
H -0.3865 2.1990 0.8104
H -0.3143 1.5071 2.3651
H 1.2029 1.4641 1.3501
H 0.3235 3.0467 -1.6428

A cluster of 2 separate species, C6H14O in total at a distorted geometry, computed with wB97M-V/def2-TZVPD.

SMILES string: C=C(CC)CC.O
Energy in eV: -8494.712
E_HOMO in eV: -9.050
2S+1: 1

Element x y z (Å)
C -0.9641 1.8903 2.3354
C -0.3454 1.1012 1.0716
C -0.3770 -0.3666 0.8653
C -1.5371 -0.9797 0.7888
C 0.9202 -1.0794 0.4758
C 0.6916 -2.6234 0.3359
H -1.8900 2.4304 2.0695
H -0.3824 2.8241 2.6107
H -1.1017 1.1748 3.1313
H -0.8540 1.4917 0.1564
H 0.7087 1.4722 1.1009
H -2.3394 -0.3823 1.1719
H -1.6907 -1.9137 0.5002
H 1.5975 -0.9764 1.2527
H 1.4127 -0.5024 -0.3606
H 0.3047 -3.0495 1.2124
H 1.5206 -3.2617 0.1466
H 0.0425 -2.7556 -0.5283
H 1.8272 2.1380 -4.3500
H 1.0888 1.7601 -5.6413
O 1.1784 1.4870 -4.7135

An isolated molecule of C6H14O, computed with wB97M-V/def2-TZVPD.

SMILES string: CCCCCOC
Energy in eV: -8496.124
E_HOMO in eV: -9.822
2S+1: 1

Element x y z (Å)
C -3.4457 -0.1662 -0.5353
C -2.2863 -0.2472 0.4612
C -0.9374 -0.2232 -0.2529
C 0.2733 -0.2007 0.6738
C 1.5340 0.1375 -0.0991
O 2.6403 0.1265 0.7670
C 3.8247 0.4566 0.0930
H -4.3579 -0.6347 -0.1540
H -3.1832 -0.6733 -1.4736
H -3.6798 0.8738 -0.7871
H -2.3414 0.5930 1.1662
H -2.3601 -1.1591 1.0679
H -0.8754 -1.0978 -0.9171
H -0.9017 0.6603 -0.9106
H 0.3994 -1.1727 1.1659
H 0.1342 0.5452 1.4666
H 1.6849 -0.5862 -0.9211
H 1.4279 1.1338 -0.5664
H 4.0430 -0.2617 -0.7139
H 4.6385 0.4326 0.8214
H 3.7689 1.4638 -0.3518

One value per record, in order, for energy above the lowest of the compared OMol25 structures with the same formula, charge and spin: 3.24; 81.23; 26.57; 89.75; 50.27; 17.72 kcal/mol.